# 1
68
Properties=species:S:1:pos:R:3:forces:R:3:mulliken_charge:R:1 method="wB97M-V/def2-TZVPD" smiles="CCN(CC)CCCN1C=C2C(=O)[C@@](C)(OC(=O)C3CCCC3)C(=O)C=C2C=C1c1ccsc1" mol_weight_g_mol=482.65 orbital_gap_ev=7.49 homo_energy_ev=-7.5 total_energy_ha=-1857.9187 largest_force_ev_per_a=0.73
C -6.966194 -2.544604 1.721991 0.25 0.20 -0.13 -1.347
H -6.453638 -3.451958 2.034839 0.00 -0.11 0.05 0.283
H -7.667074 -2.799001 0.931492 -0.10 -0.07 -0.06 0.284
H -7.530338 -2.160969 2.567933 -0.10 -0.01 0.09 0.445
C -5.966444 -1.482110 1.251696 -0.10 -0.06 0.04 -0.890
N -5.029320 -1.894199 0.219182 0.02 -0.11 -0.10 0.742
C -3.941984 -2.717899 0.725716 0.27 0.24 0.18 -1.344
H -4.223961 -3.251609 1.641624 -0.01 -0.08 -0.09 0.354
C -2.712251 -1.849135 1.017603 -0.19 -0.17 -0.33 -0.127
H -1.936470 -2.459019 1.482690 0.08 0.03 0.09 0.522
C -2.188464 -1.218541 -0.276024 -0.47 -0.52 0.19 -1.715
N -1.187128 -0.205862 -0.015548 0.17 0.20 -0.07 0.385
C 0.040384 -0.615982 0.364611 0.58 0.17 0.26 -0.401
C 1.068762 0.229264 0.649331 -0.68 -0.17 -0.18 -0.037
C 0.892016 1.650756 0.499842 0.48 -0.02 0.05 1.380
C 1.913386 2.535972 0.682946 -0.39 0.21 -0.06 -1.104
C 3.239171 2.126391 1.022165 0.14 -0.17 -0.09 0.235
O 4.214281 2.857390 1.002625 -0.07 -0.12 0.08 -0.704
C 3.414952 0.668737 1.504291 0.33 -0.01 0.12 1.560
C 2.362175 -0.331547 1.034059 0.11 -0.34 0.04 0.302
O 2.588825 -1.525805 1.051770 -0.07 0.19 0.10 -0.747
C 3.422152 0.677608 3.035963 0.16 -0.11 -0.30 -1.942
H 2.464747 1.034803 3.408362 -0.08 0.04 0.05 0.347
H 3.607237 -0.329893 3.401666 -0.04 -0.07 0.02 0.423
H 4.215556 1.337612 3.377715 0.01 0.09 0.01 0.473
O 4.696056 0.192295 1.074577 -0.21 0.07 0.59 -0.413
C 4.761888 -0.011764 -0.238538 0.45 -0.02 -0.46 0.114
O 3.830913 0.192365 -0.981096 -0.01 0.06 -0.02 -0.631
C 6.101915 -0.583948 -0.631521 -0.16 0.23 0.01 0.441
H 6.870067 -0.025547 -0.094606 -0.06 -0.02 -0.01 0.567
C 6.321027 -0.554029 -2.150727 -0.15 0.05 -0.07 -1.020
H 5.649744 0.159915 -2.625352 0.09 0.06 -0.03 0.361
C 6.056838 -1.985678 -2.613222 0.18 0.00 -0.02 -0.595
C 6.602710 -2.825231 -1.463426 -0.12 -0.02 -0.04 -0.666
H 6.252759 -3.856279 -1.488497 0.07 -0.07 0.02 0.369
C 6.112903 -2.079050 -0.223043 0.12 -0.15 0.09 -0.750
H 6.742328 -2.252151 0.647881 -0.07 -0.02 0.07 0.328
H 5.098900 -2.397943 0.025967 0.01 -0.04 0.06 0.202
H 7.693988 -2.828743 -1.493959 0.06 -0.04 -0.02 0.290
H 6.532135 -2.210897 -3.567147 -0.06 -0.02 -0.07 0.375
H 4.982615 -2.146518 -2.709066 -0.07 -0.03 -0.05 0.256
H 7.349832 -0.269250 -2.373511 0.02 0.01 0.01 0.357
H 1.768846 3.586033 0.478397 -0.04 0.12 0.01 0.436
C -0.421927 2.041060 0.087390 -0.29 -0.20 -0.04 -1.440
C -1.420643 1.149340 -0.147587 0.49 0.51 0.13 1.458
C -2.731625 1.651584 -0.572240 -0.47 -0.01 0.02 -0.887
C -3.945564 1.334388 -0.031553 -0.20 0.26 -0.13 -0.295
S -5.233648 2.202816 -0.755825 0.57 0.01 -0.04 -0.146
C -4.140985 3.008218 -1.811057 -0.35 -0.05 0.19 -0.475
C -2.858407 2.631192 -1.599464 -0.07 -0.04 -0.05 -0.823
H -2.021173 3.007818 -2.157952 0.15 0.08 -0.12 0.518
H -4.518516 3.713737 -2.523505 -0.02 0.16 -0.18 0.496
H -4.168920 0.650114 0.760024 0.01 -0.23 0.18 0.566
H -0.625366 3.094228 -0.028404 -0.12 0.06 -0.02 0.595
H 0.199963 -1.682132 0.438595 -0.02 -0.08 -0.01 0.585
H -1.741072 -1.994424 -0.904416 -0.03 0.08 -0.03 0.202
H -3.024929 -0.773682 -0.814296 0.17 -0.08 0.00 0.667
H -2.982408 -1.059974 1.721239 0.02 0.05 0.08 0.269
H -3.669169 -3.470598 -0.017784 -0.07 -0.05 0.01 0.557
C -5.637920 -2.402503 -1.000305 -0.09 0.12 -0.13 -0.811
C -6.537947 -1.372035 -1.672545 0.18 -0.26 0.10 -1.129
H -6.016702 -0.423279 -1.767195 0.04 0.10 -0.03 0.127
H -7.453033 -1.211207 -1.110098 -0.16 0.06 0.04 0.276
H -6.807932 -1.722226 -2.665549 -0.09 -0.01 -0.09 0.423
H -4.819062 -2.640420 -1.685609 -0.07 -0.07 0.04 0.511
H -6.207005 -3.331276 -0.829695 0.08 -0.02 -0.05 0.475
H -5.373274 -1.153477 2.109865 -0.03 0.11 -0.02 0.462
H -6.516106 -0.613802 0.879349 0.01 0.07 0.12 0.421



# 2
46
Properties=species:S:1:pos:R:3:forces:R:3:mulliken_charge:R:1 method="wB97M-V/def2-TZVPD" mol_weight_g_mol=422.99 orbital_gap_ev="9.30 / 6.81" homo_energy_ev="-11.7 / -11.6" total_energy_ha=-1300.1874 multiplicity=2 charge=+1 largest_force_ev_per_a=8.15
Ag 0.914194 -0.033358 0.770128 0.77 -0.31 -0.26 1.172
B 2.898151 -0.013853 1.933845 0.04 2.80 0.41 1.122
H 3.754055 -0.260968 2.542614 2.83 -1.93 2.07 -0.110
H 2.087969 0.414623 2.503269 -2.76 1.73 2.82 -0.231
H 3.207894 0.732833 1.219165 1.25 2.60 -2.84 -0.303
H 2.501648 -0.899845 1.462643 -1.53 -4.65 -2.17 -0.144
C -1.843622 0.392995 -1.418869 1.37 1.52 -0.84 0.458
O -0.990878 -0.124819 -0.771651 1.37 -2.50 2.44 -0.320
N -3.099088 0.059991 -1.539786 -3.59 -1.76 0.89 -0.480
N -1.556460 1.404131 -2.214647 -0.16 2.69 -2.12 -0.400
H -3.760779 0.721402 -1.920295 -0.02 -0.41 0.16 0.183
H -3.449521 -0.617928 -0.878175 -0.17 0.05 -0.37 0.249
H -0.678820 1.903808 -2.227484 -0.22 -0.07 0.46 0.225
H -2.373491 1.797347 -2.659555 0.79 0.55 -0.38 0.124
C 1.148280 -2.764296 -1.140148 -1.16 0.29 -1.86 0.626
O 1.312879 -2.009662 -0.251991 1.76 4.34 2.60 -0.689
N 1.138825 -2.586152 -2.457227 0.59 0.67 -2.01 -0.351
N 0.733888 -3.917610 -0.798398 -1.53 -6.06 1.23 -0.439
H 0.795887 -3.395996 -2.953876 0.07 0.73 -0.49 0.169
H 1.041141 -1.655944 -2.838373 0.19 -0.26 -0.02 0.192
H 0.643063 -4.078937 0.194486 0.13 -0.32 -0.34 0.233
H 0.589989 -4.657270 -1.470937 -0.04 -0.10 0.57 0.139
C -1.414843 -1.554640 2.605256 4.61 1.53 0.57 0.446
O -0.347109 -1.049098 2.320620 1.61 0.54 -1.01 -0.630
N -1.562990 -2.216725 3.675522 -0.92 -3.42 5.06 -0.382
N -2.513709 -1.417649 2.018271 -6.24 1.54 -5.01 -0.274
H -0.820711 -2.454659 4.317787 -0.28 0.23 -0.19 0.256
H -2.543576 -2.356764 3.872862 0.74 -0.73 1.18 0.118
H -2.579950 -0.892411 1.158137 0.21 -0.09 0.29 0.085
H -3.360684 -1.822240 2.391153 0.19 0.19 -0.48 0.156
C -0.455229 3.009978 1.613607 -0.01 1.39 3.43 0.447
O 0.009463 2.006757 1.269314 2.81 -5.13 -2.43 -0.398
N -0.168642 3.641556 2.740823 1.75 1.05 3.33 -0.558
N -1.440109 3.592756 1.081161 -5.81 2.92 -4.13 -0.368
H -0.981013 4.052704 3.177993 0.58 0.04 0.36 0.187
H 0.440977 3.129148 3.362045 0.07 0.22 0.04 0.264
H -2.037288 3.107103 0.427243 0.34 0.23 -0.02 0.178
H -1.802234 4.435294 1.504343 -0.05 -0.21 -0.49 0.172
C 1.919173 0.896917 -2.303442 -0.32 0.42 2.35 0.695
O 1.584754 1.119507 -1.161075 -0.71 0.50 1.53 -0.626
N 3.097039 0.995666 -2.760196 6.19 0.88 -0.77 -0.418
N 1.155122 0.531150 -3.264087 -5.03 -1.85 -3.49 -0.460
H 3.245345 0.852912 -3.748995 0.76 0.11 0.60 0.114
H 3.854356 1.140465 -2.107811 0.09 0.11 -0.39 0.273
H 0.171010 0.398379 -3.079731 0.16 0.03 -0.48 0.158
H 1.535645 0.443402 -4.195536 -0.71 -0.09 0.18 0.141



# 3
52
Properties=species:S:1:pos:R:3:forces:R:3:mulliken_charge:R:1 method="wB97M-V/def2-TZVPD" mol_weight_g_mol=404.36 orbital_gap_ev=4.92 homo_energy_ev=-10.5 total_energy_ha=-1958.1758 charge=+1 largest_force_ev_per_a=1.70
Cl -5.598166 3.150249 -2.425206 -0.06 0.00 0.04 -0.158
C -4.073616 2.430886 -2.148657 1.00 -0.46 -0.37 0.438
C -3.954478 1.034707 -2.056959 0.47 0.02 0.03 -0.766
C -2.712935 0.453173 -1.800752 0.09 0.12 0.51 -0.078
C -1.543284 1.254758 -1.677849 -0.73 0.92 0.30 0.468
C -0.248948 0.738574 -1.363090 0.39 -0.63 -1.53 -0.012
C 0.933433 1.242281 -1.881710 0.19 0.37 0.25 -0.402
C 2.145778 0.547073 -1.888520 -0.33 0.62 0.71 -0.426
C 3.409439 1.192801 -2.047822 0.68 0.15 -0.56 0.883
C 4.604766 0.426353 -2.145864 -0.21 0.41 0.03 -0.413
C 5.846957 1.041453 -2.226861 -0.24 0.02 -0.05 -0.701
C 5.936208 2.443158 -2.250064 -0.66 -0.52 0.13 0.440
Cl 7.467979 3.199553 -2.320371 -0.08 -0.03 -0.04 -0.145
C 4.769665 3.221258 -2.202925 -0.31 -0.24 0.02 -0.847
C 3.526697 2.608524 -2.097904 0.40 -0.09 -0.13 -0.365
C -1.680048 2.651489 -1.864296 -0.32 0.13 0.05 -0.448
C -2.922248 3.231279 -2.103265 0.24 -0.18 0.11 -0.868
H -4.835509 0.418290 -2.199958 0.12 0.04 0.16 0.422
H -2.625277 -0.623776 -1.646977 -0.08 0.35 -0.10 0.442
H -0.169719 -0.172957 -0.806200 -0.36 -0.65 0.08 0.334
H 0.918014 2.249978 -2.300725 0.03 -0.34 -0.02 0.433
H 2.152713 -0.531908 -1.711602 -0.08 0.27 0.08 0.399
H 4.522472 -0.658656 -2.176862 0.13 0.19 0.11 0.381
H 6.752739 0.449986 -2.285274 -0.08 0.05 0.00 0.412
H 4.853764 4.299872 -2.253040 -0.04 -0.07 0.05 0.412
H 2.630434 3.226574 -2.063342 0.36 -0.08 0.06 0.336
H -0.797659 3.285181 -1.718357 -0.50 -0.13 -0.23 0.412
H -3.007431 4.298817 -2.267310 -0.02 -0.06 0.18 0.413
C -1.248893 -3.971216 -0.083177 -0.11 -0.24 -0.03 -0.926
N -0.847588 -3.357803 1.181135 0.48 0.26 -0.17 0.202
C -0.131932 -4.242517 2.094536 -0.13 0.10 0.30 -1.021
C -0.926722 -1.998140 1.255611 -0.80 -0.56 -0.63 0.436
C -0.556961 -1.209128 2.526533 0.30 -0.60 -1.39 0.112
C -1.238915 -1.714910 3.804741 0.29 0.21 0.36 -0.578
C -2.086642 -0.545105 4.317647 -0.50 0.71 -0.39 -0.623
C -1.696689 0.699694 3.437899 -0.11 -0.02 1.28 -0.709
N -0.984437 0.137805 2.331212 0.13 0.39 0.07 -0.144
O -1.375043 -1.388845 0.276191 0.34 0.22 0.38 -0.711
H -1.640376 -3.191694 -0.743305 0.13 -0.39 0.22 0.155
H -0.387232 -4.465707 -0.561017 -0.25 0.13 0.16 0.339
H -2.031845 -4.720905 0.100288 0.24 0.13 -0.06 0.345
H 0.391691 -3.668243 2.871510 -0.20 -0.21 -0.27 0.360
H -0.838850 -4.936586 2.582471 0.32 0.22 -0.14 0.313
H 0.607978 -4.839055 1.532099 -0.26 0.27 0.22 0.351
H 0.543639 -1.336496 2.596818 -0.16 0.19 0.23 0.179
H -1.844162 -2.611350 3.644161 0.17 0.14 -0.05 0.325
H -0.446678 -1.953890 4.515258 -0.18 -0.16 0.11 0.334
H -3.155753 -0.752511 4.178902 0.28 -0.01 0.03 0.261
H -1.936261 -0.343033 5.385096 0.02 -0.08 -0.31 0.308
H -2.599542 1.265862 3.145501 0.39 -0.24 -0.04 0.320
H -1.069030 1.371678 4.059181 -0.22 -0.09 -0.28 0.312
H -0.801487 0.663120 1.482465 -0.16 -0.54 0.55 0.063



# 4
7
Properties=species:S:1:pos:R:3:forces:R:3:mulliken_charge:R:1 method="wB97M-V/def2-TZVPD" smiles="S=S1#S#S#S#[PH]1" mol_weight_g_mol=192.32 orbital_gap_ev=7.03 homo_energy_ev=-8.3 total_energy_ha=-2332.8673 largest_force_ev_per_a=1.70
P -1.242882 -0.393692 -0.798908 -0.05 -0.19 1.48 0.125
S -0.642523 -0.235518 2.809379 0.22 -0.52 0.37 -0.238
S 0.482227 -0.715191 -1.870555 0.87 0.49 -0.37 -0.047
S -0.357259 0.739094 1.208198 0.16 0.58 -1.59 0.139
S 1.125004 1.252020 -1.506843 0.24 -0.22 0.04 -0.064
S 1.817313 1.072112 0.391043 -1.22 -0.56 0.05 -0.031
H -1.181880 -1.718825 -0.232315 -0.22 0.43 0.03 0.115